(1)
Below is 2 unconnected molecules or ions with the total composition C3H10INSi in a non-equilibrium geometry, with properties calculated with ωB97M-V/def2-TZVPD.

Last column: natural (NBO) charge in e.
Atoms and positions in Å:
1 C 0.45722 -0.16330 -1.60057  -0.64
2 C -1.41508 0.95015 1.40732  -0.42
3 C -0.82555 -0.06040 -0.67516  -0.23
4 N -0.35116 0.40667 0.68814  -0.62
5 Si 0.33852 -3.96735 0.27670  0.61
6 I -1.01000 -5.10181 -1.50983  -0.32
7 H 0.53787 0.71681 -2.28346  0.21
8 H 1.27861 -0.43807 -0.98507  0.22
9 H 0.35490 -0.99673 -2.29089  0.22
10 H -1.05151 1.78500 2.11586  0.19
11 H -2.17698 1.49879 0.88198  0.16
12 H -2.03768 0.28168 2.02698  0.19
13 H -1.52785 0.62861 -1.17119  0.18
14 H -1.09002 -1.07972 -0.44908  0.18
15 H 0.33902 1.14875 0.48210  0.35
16 H 1.19090 -3.11084 -0.64394  -0.30

Orbital gap: 0.2767 Ha
Multiplicity: 1
Maximum force: 4.45 eV/Å
E_LUMO: -1.26 eV
E_HOMO: -8.8 eV
ΔE to the lowest compared entry with this formula, charge and spin: 183.9 kJ/mol

---

(2)
Below is C3H10IPSi in the gas phase in a non-equilibrium geometry, with properties calculated with ωB97M-V/def2-TZVPD.

Last column: natural (NBO) charge in e.
Atoms and positions in Å:
1 C -0.30260 -2.46987 0.02919  -1.12
2 Si -0.63693 -0.60692 -0.26352  1.09
3 C -1.55600 0.15944 1.20161  -1.12
4 P 1.46871 0.75322 0.20332  0.15
5 C 1.33202 2.46438 -0.63308  -0.89
6 I 3.19557 -0.23771 -1.09344  -0.10
7 H 0.74416 -2.69918 -0.30065  0.25
8 H -0.38149 -2.69542 1.08871  0.24
9 H -1.04270 -2.98910 -0.66129  0.25
10 H -1.66159 -0.78639 -1.63395  -0.16
11 H -2.56524 -0.30480 1.53997  0.26
12 H -0.80975 -0.02658 1.90676  0.23
13 H -1.47855 1.26173 1.01136  0.24
14 H 1.28539 2.23377 -1.72548  0.24
15 H 0.37653 2.89431 -0.45882  0.23
16 H 2.03247 3.04913 -0.21069  0.22

Orbital gap: 0.3145 Ha
Multiplicity: 1
Maximum force: 5.31 eV/Å
E_LUMO: 0.31 eV
E_HOMO: -8.2 eV
SMILES: C[SiH](C)P(C)I
ΔE to the lowest compared entry with this formula, charge and spin: 195.2 kJ/mol

---

Question: Look up the E_HOMO of the second one.
Answer: -8.2 eV

---

Question: What is the orbital gap in the second record?
Answer: 0.3145 Ha